[1]
{
  "formula": "C21H34ClN3O5Si2",
  "method": "ωB97M-V/def2-TZVPD",
  "elements": ["C", "C", "N", "C", "Si", "Cl", "O", "Si", "C", "C", "O", "N", "C", "C", "C", "C", "C", "O", "C", "C", "C", "C", "C", "C", "C", "N", "C", "C", "O", "C", "C", "O", "H", "H", "H", "H", "H", "H", "H", "H", "H", "H", "H", "H", "H", "H", "H", "H", "H", "H", "H", "H", "H", "H", "H", "H", "H", "H", "H", "H", "H", "H", "H", "H", "H", "H"],
  "xyz": [[5.683, 0.464, 2.146], [5.107, -0.583, 1.021], [5.232, -1.948, 1.288], [4.390, -0.121, -0.416], [2.533, 0.314, 0.063], [1.839, -1.347, 1.218], [1.710, 0.581, -1.458], [0.077, -0.042, -1.491], [-1.079, 1.460, -2.011], [-2.333, 1.688, -0.955], [-2.508, 1.034, 0.196], [-3.439, 2.701, -1.321], [-3.113, 3.902, -0.415], [-4.761, 2.082, -0.907], [-0.029, -1.301, -2.948], [-0.034, -2.879, -2.504], [1.499, -3.477, -2.557], [-0.597, -3.152, -1.173], [-2.097, -3.184, -1.227], [-2.569, -2.936, 0.358], [-3.737, -1.881, 0.817], [-4.061, -1.705, 2.416], [-3.184, -2.594, 3.519], [-2.030, -3.687, 3.071], [-1.719, -3.852, 1.469], [2.640, 1.732, 1.154], [1.556, 1.783, 2.198], [-0.037, 2.088, 1.971], [1.952, 1.599, 3.489], [2.862, 3.038, 0.439], [1.935, 3.707, -0.733], [3.983, 3.731, 0.784], [5.723, -0.079, 3.209], [5.032, 1.426, 2.305], [6.788, 0.834, 1.942], [5.721, -2.028, 2.216], [4.430, -1.043, -1.160], [4.901, 0.845, -0.835], [-0.452, -0.514, -0.223], [-0.462, 2.441, -2.228], [-1.594, 1.178, -3.049], [-3.698, 3.851, 0.601], [-1.955, 3.853, -0.189], [-3.379, 4.902, -0.964], [-5.673, 2.692, -1.345], [-4.878, 0.980, -1.298], [-4.918, 2.029, 0.268], [0.908, -1.129, -3.668], [-0.976, -1.076, -3.641], [-0.641, -3.458, -3.349], [2.104, -3.055, -3.468], [1.989, -3.202, -1.505], [1.389, -4.660, -2.632], [-2.533, -2.362, -1.959], [-2.494, -4.247, -1.576], [-4.323, -1.245, -0.003], [-4.878, -0.928, 2.762], [-3.391, -2.441, 4.662], [-1.388, -4.334, 3.813], [-0.888, -4.625, 1.102], [-0.301, 2.703, 1.012], [-0.383, 2.763, 2.894], [-0.607, 1.074, 2.087], [1.977, 4.891, -0.760], [2.370, 3.358, -1.789], [0.811, 3.386, -0.733]],
  "atomic_forces_ev_per_a": [[0.0, 0.3, 0.6], [1.0, -3.7, 1.1], [-0.2, 5.9, -0.9], [0.5, -0.5, 1.4], [1.5, -0.9, -1.4], [0.2, 1.5, -1.0], [-0.9, -1.3, 3.1], [0.0, 1.1, -1.9], [-1.4, 0.6, -0.4], [-1.4, -2.1, 4.4], [1.6, 3.3, -6.8], [1.0, -1.4, 1.9], [0.3, 0.5, 0.0], [-1.6, -0.4, 0.5], [0.0, -0.6, -1.3], [0.8, -0.5, -1.8], [-1.0, -0.4, 1.1], [-1.6, 0.4, -2.2], [-0.5, 0.1, 1.5], [-0.3, 0.0, 2.9], [2.3, -2.3, 2.6], [3.3, -2.8, -1.3], [0.6, -0.4, -3.5], [-2.0, 2.5, -3.8], [-2.8, 2.5, 1.5], [-2.5, 1.1, -0.9], [1.3, -0.1, 7.3], [0.4, 0.6, 1.0], [-2.4, 1.0, -8.5], [5.5, 4.5, 1.4], [0.0, -0.1, -0.9], [-7.1, -4.6, -2.2], [-0.2, 1.0, -2.5], [1.1, -1.9, -0.6], [-2.3, -0.9, 0.0], [-0.6, 0.2, -1.0], [0.0, 2.1, 1.6], [-0.8, -1.9, 0.7], [0.2, -0.1, 0.2], [-1.5, -1.7, 0.6], [0.9, 0.8, 2.2], [1.2, 0.0, -1.9], [-2.3, 0.5, -0.4], [0.6, -1.9, 1.1], [2.1, -1.0, 0.8], [0.5, 2.2, 0.6], [0.5, 0.1, -2.4], [-2.0, -0.4, 1.6], [1.9, -0.4, 1.6], [1.0, 1.1, 1.9], [-1.2, -0.8, 1.9], [-0.8, -0.6, -2.4], [0.5, 2.6, 0.2], [0.9, -1.5, 1.6], [1.0, 2.2, 0.6], [1.5, -1.6, 2.1], [1.9, -1.9, -0.7], [0.4, -0.3, -2.5], [-1.6, 1.6, -1.5], [-2.1, 2.0, 0.8], [0.6, -1.6, 1.6], [1.0, -1.6, -2.0], [1.1, 1.9, -0.6], [0.2, -2.6, 0.5], [-0.8, 0.6, 2.4], [2.3, 0.4, 0.3]],
  "lowdin_charge": [-0.087, -0.372, 0.046, -0.189, 0.170, 0.381, -0.356, 0.551, -0.160, -0.321, -0.078, -0.195, -0.096, -0.143, -0.215, -0.417, -0.065, -0.247, -0.159, -0.099, -0.041, -0.063, -0.070, -0.068, -0.016, -0.074, -0.320, -0.017, -0.030, -0.283, -0.034, -0.025, 0.091, 0.066, 0.089, 0.032, 0.102, 0.094, -0.005, 0.086, 0.101, 0.102, 0.082, 0.098, 0.102, 0.091, 0.096, 0.103, 0.094, 0.150, 0.087, 0.091, 0.097, 0.131, 0.138, 0.086, 0.083, 0.073, 0.083, 0.105, 0.055, 0.117, 0.104, 0.111, 0.114, 0.043],
  "gap_ev": 7.91
}

[2]
{
  "formula": "C37H31Br3N6O12",
  "method": "ωB97M-V/def2-TZVPD",
  "elements": ["C", "Br", "Br", "Br", "H", "C", "C", "C", "C", "C", "C", "N", "O", "O", "H", "H", "H", "H", "H", "C", "C", "C", "C", "C", "C", "N", "O", "O", "H", "H", "H", "H", "H", "C", "C", "C", "C", "C", "C", "N", "O", "O", "H", "H", "H", "H", "H", "C", "C", "C", "C", "C", "C", "N", "O", "O", "H", "H", "H", "H", "H", "C", "C", "C", "C", "C", "C", "N", "O", "O", "H", "H", "H", "H", "H", "C", "C", "C", "C", "C", "C", "N", "O", "O", "H", "H", "H", "H", "H"],
  "xyz": [[0.926, -1.877, 0.786], [-0.049, -1.636, 2.454], [-0.340, -2.450, -0.662], [2.543, -2.926, 1.146], [1.385, -0.954, 0.435], [6.748, 3.889, 2.476], [7.133, 2.630, 2.225], [6.126, 1.660, 2.059], [4.765, 1.942, 2.180], [4.437, 3.268, 2.296], [5.379, 4.225, 2.481], [3.703, 0.916, 2.063], [2.513, 1.292, 2.009], [4.059, -0.245, 2.116], [7.416, 4.737, 2.514], [8.177, 2.351, 2.215], [6.501, 0.674, 1.824], [3.390, 3.528, 2.358], [5.072, 5.258, 2.412], [-2.013, 1.593, 1.794], [-3.397, 1.294, 1.603], [-4.270, 2.392, 1.408], [-3.826, 3.727, 1.460], [-2.499, 3.956, 1.960], [-1.573, 2.916, 2.128], [-4.652, 4.944, 1.023], [-4.276, 6.026, 1.401], [-5.627, 4.804, 0.306], [-1.355, 0.738, 1.838], [-3.654, 0.245, 1.583], [-5.234, 2.060, 1.050], [-2.244, 5.003, 2.026], [-0.575, 3.305, 2.268], [-5.132, -2.855, -1.491], [-3.937, -2.161, -1.150], [-3.689, -0.843, -1.611], [-4.635, -0.259, -2.516], [-5.839, -0.900, -2.804], [-6.113, -2.198, -2.292], [-4.264, 1.000, -3.285], [-5.192, 1.483, -4.059], [-3.138, 1.445, -3.382], [-5.240, -3.868, -1.134], [-3.280, -2.713, -0.495], [-2.707, -0.441, -1.408], [-6.487, -0.420, -3.522], [-7.029, -2.701, -2.565], [1.769, 0.825, -5.442], [0.640, 0.538, -4.585], [0.782, 0.870, -3.241], [1.911, 1.419, -2.769], [2.903, 1.820, -3.620], [2.922, 1.425, -4.943], [2.125, 1.556, -1.260], [1.123, 1.437, -0.572], [3.259, 1.585, -0.791], [1.605, 0.685, -6.500], [-0.212, 0.001, -4.976], [-0.015, 0.748, -2.522], [3.742, 2.423, -3.304], [3.686, 1.840, -5.585], [2.139, -3.649, -3.054], [2.177, -2.909, -4.213], [3.171, -1.935, -4.405], [4.173, -1.798, -3.402], [4.146, -2.635, -2.274], [3.156, -3.563, -2.137], [5.170, -0.729, -3.509], [5.683, -0.280, -2.514], [5.365, -0.225, -4.643], [1.338, -4.347, -2.865], [1.480, -2.996, -5.034], [3.034, -1.389, -5.326], [4.799, -2.624, -1.414], [3.168, -4.121, -1.213], [-2.478, -2.548, 6.915], [-3.815, -2.173, 6.470], [-4.209, -2.236, 5.207], [-3.359, -2.817, 4.235], [-2.041, -3.115, 4.577], [-1.635, -2.961, 5.892], [-3.842, -2.980, 2.820], [-3.382, -3.848, 2.111], [-4.555, -2.067, 2.324], [-2.167, -2.493, 7.948], [-4.484, -1.791, 7.227], [-5.169, -1.932, 4.818], [-1.454, -3.601, 3.812], [-0.657, -3.264, 6.236]],
  "atomic_forces_ev_per_a": [[0.2, 0.0, -0.2], [0.4, 0.1, -0.7], [1.1, 0.1, 1.0], [-0.9, -0.2, -0.1], [-0.7, 0.1, 0.3], [-1.3, 2.7, -0.2], [-0.6, -1.8, 0.1], [0.5, -1.1, 0.1], [1.4, 0.0, -0.7], [-2.0, 0.0, 0.8], [1.2, 0.4, -0.7], [-1.2, 0.6, 0.5], [2.3, -0.6, 0.1], [-0.2, 0.3, -0.3], [0.4, -0.2, 0.3], [0.0, -0.1, -0.2], [-0.5, -0.3, 0.1], [-0.1, 0.1, -0.3], [0.1, 0.1, 0.5], [-0.8, 0.6, 1.3], [2.3, 2.4, 0.2], [-0.1, -0.6, -0.9], [1.2, -1.0, 0.9], [-1.7, 0.0, -1.2], [-1.9, 0.0, -1.6], [-0.2, -0.8, 0.0], [0.6, 0.2, 0.4], [0.5, -0.9, 0.3], [0.3, 0.2, 0.0], [-0.6, 0.1, -0.3], [-0.5, 0.7, 0.1], [0.4, 0.0, 0.3], [0.3, -0.9, 0.3], [0.0, 2.0, -0.7], [-1.6, 0.4, -0.6], [-0.8, -1.2, -1.0], [1.4, -0.4, 1.1], [0.3, -0.6, 0.1], [1.7, 0.4, 0.5], [-2.7, 1.2, -3.6], [2.2, -1.7, 2.9], [-0.3, -1.0, 1.4], [-0.3, 0.0, 0.0], [0.4, 0.4, 0.0], [-0.1, 0.5, 0.0], [-0.2, 0.0, 0.1], [0.0, 0.0, 0.0], [-1.9, -0.2, 0.8], [2.6, 0.6, -0.7], [-2.4, -1.1, -0.1], [1.9, 1.1, 1.1], [1.9, 0.0, 0.0], [-1.6, 1.0, -0.3], [-0.3, -0.9, 0.1], [0.2, 0.3, -0.4], [-0.8, 0.4, -1.2], [0.4, -0.3, -0.2], [-0.2, 0.3, 0.1], [-0.2, -0.4, -0.1], [0.1, -0.2, 0.5], [0.1, -0.4, -0.1], [-0.6, -1.0, -0.3], [0.8, 1.1, -0.3], [0.3, -0.9, 1.0], [-1.0, -0.4, -0.5], [0.5, 0.7, -0.3], [-0.3, 0.0, 0.4], [0.0, 1.6, -2.1], [0.1, -0.6, 0.5], [-0.4, -1.3, 1.6], [-0.1, -0.1, -0.1], [-0.4, -0.2, 0.3], [0.9, 0.4, 0.3], [0.6, 0.7, -0.4], [-0.3, -0.3, -0.3], [-2.1, 0.5, -2.5], [2.2, 0.2, 3.8], [-0.4, -1.0, -3.8], [0.3, 0.6, 0.8], [-1.5, -0.8, -1.1], [0.4, -0.2, 1.7], [0.0, 2.5, -1.6], [0.1, -0.5, 0.9], [0.8, -1.6, 1.8], [-0.1, 0.0, -0.1], [-0.2, 0.1, 0.0], [-0.3, 0.2, 0.5], [0.4, 0.1, 0.2], [0.4, 0.0, -0.5]],
  "lowdin_charge": [-1.448, 0.677, 0.613, 0.661, -0.055, -0.083, -0.074, 0.016, -0.136, -0.034, -0.062, -0.315, 0.031, 0.034, 0.108, 0.112, 0.116, 0.121, 0.110, -0.054, -0.051, -0.013, -0.096, -0.017, -0.044, -0.353, 0.066, 0.074, 0.024, 0.081, 0.110, 0.104, 0.101, -0.048, -0.090, -0.004, -0.118, -0.013, -0.044, -0.289, 0.001, 0.072, 0.101, 0.046, 0.081, 0.109, 0.098, -0.068, -0.024, -0.032, -0.138, -0.022, -0.085, -0.290, 0.048, 0.077, 0.104, 0.107, 0.111, 0.128, 0.115, -0.106, -0.064, 0.011, -0.112, -0.016, -0.138, -0.333, 0.090, 0.031, 0.100, 0.110, 0.099, 0.117, 0.051, -0.020, -0.072, -0.037, -0.116, -0.082, -0.083, -0.306, 0.075, 0.032, 0.105, 0.106, 0.121, 0.070, 0.108],
  "de_lowest_ev": 3.151,
  "gap_ev": 8.70
}

[3]
{
  "formula": "H18O9",
  "method": "ωB97M-V/def2-TZVPD",
  "elements": ["O", "H", "H", "O", "H", "H", "O", "H", "H", "O", "H", "H", "O", "H", "H", "O", "H", "H", "O", "H", "H", "O", "H", "H", "O", "H", "H"],
  "xyz": [[-1.055, 0.777, -2.211], [-1.744, 0.116, -2.140], [-1.288, 1.284, -2.989], [0.684, -0.704, -0.055], [0.401, 0.025, 0.497], [-0.075, -1.286, -0.091], [0.844, -2.662, 2.165], [1.424, -3.329, 2.533], [1.427, -2.079, 1.679], [1.498, 1.822, -1.799], [1.498, 2.034, -0.866], [0.719, 1.279, -1.921], [-2.924, -3.304, -1.032], [-2.654, -2.711, -0.331], [-3.074, -4.142, -0.594], [-1.695, -2.207, 1.147], [-0.806, -2.444, 1.412], [-1.915, -1.453, 1.694], [-1.267, 2.206, 0.795], [-1.915, 2.428, 1.463], [-1.757, 1.706, 0.142], [3.818, 0.705, -0.456], [4.153, 1.587, -0.617], [2.881, 0.766, -0.641], [1.180, 3.184, 0.430], [1.337, 3.601, 1.277], [0.306, 2.802, 0.510]],
  "atomic_forces_ev_per_a": [[0.1, 0.1, 0.0], [-0.3, -0.4, 0.2], [-0.1, 0.3, -0.3], [0.9, -0.3, 0.0], [-0.3, 0.5, 0.3], [-0.5, -0.1, -0.1], [0.0, -0.2, 0.3], [0.0, -0.3, 0.1], [0.1, 0.6, -0.5], [0.6, -0.2, -0.6], [-0.1, 0.6, 0.3], [-0.4, -0.4, 0.0], [-0.4, -0.3, -0.9], [0.4, 0.3, 0.6], [0.0, -0.1, 0.1], [-0.5, -0.1, -0.4], [0.6, -0.4, 0.4], [-0.2, 0.6, 0.2], [0.8, 0.1, 0.0], [-0.5, 0.1, 0.6], [-0.4, -0.5, -0.7], [0.7, -0.3, 0.5], [-0.1, 0.2, -0.1], [-0.4, -0.1, -0.4], [1.1, 0.5, 0.1], [0.1, 0.0, 0.2], [-1.2, -0.1, 0.2]],
  "lowdin_charge": [-0.112, 0.027, 0.040, -0.066, 0.002, 0.000, -0.067, 0.045, 0.030, -0.097, -0.045, -0.027, -0.107, -0.036, 0.012, -0.114, -0.019, 0.013, -0.228, -0.018, -0.032, -0.080, 0.022, -0.025, -0.118, 0.037, -0.039],
  "total_charge": -1,
  "de_lowest_ev": 0.272,
  "gap_ev": [2.86, 10.17],
  "multiplicity": 2,
  "s_squared": 0.751
}

Here are the calculated E numbers, same order: -65300.904, -282489.931, -18719.970 (eV).